This record from the Open Molecules 2025 dataset describes a single C17H22ClN3O4S molecule. The level of theory is ωB97M-V with the def2-TZVPD basis set.

```
! RIJCOSX wB97M-V def2-TZVPD def2/J DEFGRID3
* xyz 0 1
C -1.61210 1.29801 -4.14568
C -0.38108 2.13472 -4.02551
C 0.85796 1.63816 -3.64298
C 1.97559 2.45118 -3.55032
C 1.88647 3.79840 -3.84241
C 0.66568 4.33087 -4.22413
C -0.44075 3.50505 -4.31105
Cl -1.95001 4.19714 -4.78782
H 0.56876 5.37990 -4.45698
H 2.75549 4.43365 -3.77629
H 2.90641 1.99388 -3.25885
S 1.23143 -0.06000 -3.15629
O 0.13019 -0.95873 -3.37201
O 2.49549 -0.40716 -3.73062
N 1.47393 0.21244 -1.51831
C 2.39164 -0.70136 -0.86360
C 2.77285 -0.14472 0.50553
H 3.42000 -0.86352 1.00794
H 3.31406 0.79351 0.37703
C 1.52581 0.11309 1.35878
C 0.88706 -1.20221 1.79111
O 1.27983 -2.31228 1.48857
N -0.20324 -1.04411 2.57311
N -0.85932 -2.15925 3.09562
C -1.73800 -1.98237 4.11482
O -2.00931 -0.86104 4.50811
C -2.32784 -3.23644 4.64162
C -2.66451 -3.27457 6.11251
C -3.76079 -3.18188 5.11305
H -4.38180 -4.04473 4.92941
H -4.26457 -2.23338 5.00896
H -2.50711 -4.20306 6.63896
H -2.43014 -2.38846 6.68202
H -1.97798 -4.14590 4.17256
H -0.46417 -3.03421 2.77661
H -0.52557 -0.18518 3.00350
C 0.54320 0.99287 0.57357
C 0.23872 0.36857 -0.78573
H -0.41150 1.02244 -1.37003
H -0.26585 -0.60045 -0.65999
H -0.38685 1.13814 1.12367
H 1.00453 1.96847 0.40972
H 1.82019 0.63967 2.27464
H 3.26557 -0.79023 -1.50886
H 1.93927 -1.69334 -0.74451
H -2.00722 1.37081 -5.15838
H -2.38289 1.66824 -3.46945
H -1.39752 0.25933 -3.92165
*
```

As for the maximum force: 0.9 eV Å⁻¹. Its HOMO energy is -9.2 eV. As for the total energy: -54003.4676 eV. The HOMO-LUMO gap comes out at 9.72 eV. The calculation puts the lowest unoccupied orbital energy at 0.5395 eV.

These are the Mulliken partial charges, in e, on atoms 1 to 4: number 1, C, carries -1.823; number 2, C, carries 0.616; number 3, C, carries 0.317; number 4, C, carries -0.949

---

This record from the Open Molecules 2025 dataset describes a molecular structure, C17H22ClNSSn at a distorted geometry. The level of theory is ωB97M-V with the def2-TZVPD basis set.

```
! RIJCOSX wB97M-V def2-TZVPD def2/J DEFGRID3
* xyz 2 1
C 0.02945 0.21797 -3.90637
C 1.38733 0.78081 -4.31890
C -0.19095 -1.08948 -4.65448
C -1.04684 1.20608 -4.34724
Cl -0.03378 -0.05317 -2.20007
H -0.15150 -0.93141 -5.72761
H -1.15481 -1.51584 -4.39823
H 0.56528 -1.81676 -4.37968
H 1.42495 0.92835 -5.39584
H 2.19421 0.10560 -4.05054
H 1.59351 1.73737 -3.84871
H -1.00742 1.35575 -5.42383
H -0.92888 2.17665 -3.87633
H -2.04040 0.84448 -4.10202
C 1.66784 -1.58758 3.34065
C 0.96519 -2.64992 2.68124
C 1.33668 -2.59732 1.26704
H 0.32796 -3.40546 3.13397
C 2.18521 -1.43459 1.09228
C 2.37662 -0.84497 2.37894
H 2.99779 0.01754 2.59502
H 1.66221 -1.39683 4.41218
H 1.02359 -3.32024 0.51536
H 2.65563 -1.11759 0.16786
C -2.26615 0.32494 2.83237
C -2.25701 -0.98638 3.34082
C -2.48573 -1.89896 2.24905
H -2.10019 -1.27752 4.38293
C -2.68049 -1.09449 1.05174
C -2.53707 0.29007 1.44013
H -2.65776 1.16366 0.78408
H -2.12067 1.23502 3.43225
H -2.52097 -2.98132 2.29809
H -2.93298 -1.49016 0.06982
Sn -0.34488 -0.98325 1.57871
S 1.16433 3.45771 3.36609
C 1.21297 3.83171 1.65724
C 0.82478 2.71591 0.91481
N 0.48700 1.63265 1.73034
C 0.64381 1.88534 3.02238
H 1.49733 4.77116 1.24265
H 0.76567 2.63030 -0.17144
H 0.46910 1.16418 3.82326
*
```

As for the maximum force: 3.5 eV Å⁻¹. Its HOMO energy is -15.8 eV. As for the total energy: -48644.8282 eV. The HOMO-LUMO gap comes out at 5.15 eV. The calculation puts the lowest unoccupied orbital energy at -10.6503 eV.

These are the Mulliken partial charges, in e, on atoms 1 to 4: number 1, C, carries 1.022; number 2, C, carries -1.457; number 3, C, carries -1.529; number 4, C, carries -1.478

---

This record from the Open Molecules 2025 dataset describes a molecular structure, C17H22F2N5O7PS4 at a distorted geometry. The level of theory is ωB97M-V with the def2-TZVPD basis set.

```
! RIJCOSX wB97M-V def2-TZVPD def2/J DEFGRID3
* xyz 0 1
C 2.08018 1.17680 2.51871
C 1.93818 1.62733 1.40952
C 1.37017 2.11657 0.11857
C 1.25872 1.02984 -0.99476
P 3.08918 0.35493 -0.93974
C 3.85215 0.62921 -2.62395
O 3.10606 -1.27749 -0.72619
N 0.99168 1.86158 -2.20261
C -0.26871 1.78844 -2.43697
N -0.84013 2.40784 -3.55790
C -0.14727 2.37028 -4.57758
S 0.73071 2.56346 -5.82074
C -1.08288 0.97044 -1.38249
C -1.80269 1.86879 -0.34395
C -2.04529 3.20127 -0.73503
C -2.68723 3.97004 0.23202
C -2.99690 3.40684 1.45250
N -2.80576 2.16200 1.87331
C -2.21576 1.45668 0.90585
C 0.07585 -0.00358 -0.96784
N 0.04745 -0.45486 0.38655
C -0.62832 -1.73383 0.70194
C -2.02065 -1.99180 0.06591
S 0.27230 -1.21273 -2.38467
C -1.24758 -1.52541 -3.31253
O 1.23703 -0.74258 -3.37710
O 0.73137 -2.50398 -1.95251
H 2.08862 0.94442 3.56768
H 2.13692 2.82753 -0.25452
H 0.48050 2.72966 0.30438
H 4.21201 -0.36421 -2.94312
H 3.13286 0.94401 -3.39151
H 4.72459 1.28024 -2.51516
H 3.19229 -1.44836 0.22348
H 1.72897 2.34989 -2.69887
H -1.92780 0.62938 -2.00215
H -1.80492 3.64673 -1.69696
H -2.93750 5.00818 0.02361
H -3.47052 4.07075 2.18619
H -2.04411 0.40880 1.16014
H 1.01373 -0.62904 0.65519
H -0.00919 -2.62456 0.52685
H -0.77319 -1.73045 1.79470
H -2.55644 -1.10304 -0.29588
H -2.65708 -2.42432 0.85285
H -1.91666 -2.78640 -0.68456
H -1.01008 -2.17852 -4.15905
H -1.54694 -0.56079 -3.76616
H -2.09575 -1.85780 -2.70862
N 0.94313 -3.68707 5.45495
S 0.23738 -4.46993 4.27805
O 0.32401 -3.86402 2.98389
O -0.97254 -5.15719 4.59007
F 1.26514 -5.67798 4.14367
S 0.21265 -2.34272 5.82082
O 1.01396 -1.48999 6.63747
O -1.17135 -2.42338 6.15781
F 0.19540 -1.53590 4.42646
*
```

As for the maximum force: 4.7 eV Å⁻¹. Its HOMO energy is -8.5 eV. As for the total energy: -97825.7997 eV. The HOMO-LUMO gap comes out at 5.73 eV. The calculation puts the lowest unoccupied orbital energy at -2.7710 eV.

These are the Mulliken partial charges, in e, on atoms 1 to 4: number 1, C, carries 0.445; number 2, C, carries -1.326; number 3, C, carries -0.146; number 4, C, carries -1.207

---

This record from the Open Molecules 2025 dataset describes a molecular structure, C17H22GaO2S7Te. The level of theory is ωB97M-V with the def2-TZVPD basis set.

```
! RIJCOSX wB97M-V def2-TZVPD def2/J DEFGRID3
* xyz -1 1
Ga 0.68635 -0.79310 1.08589
C 0.57588 -5.21641 0.67832
C 0.70234 -3.72315 0.45822
S -0.30721 -2.76519 1.55142
C 1.48784 -3.21027 -0.50062
C 2.29481 -4.06955 -1.43631
S 1.65861 -1.48328 -0.85406
H -0.03801 -5.42062 1.55357
H 1.54858 -5.68426 0.84644
H 0.11024 -5.71355 -0.17730
H 2.29903 -5.11573 -1.13459
H 3.32945 -3.72349 -1.48535
H 1.89500 -4.01589 -2.45410
O 2.97758 4.25220 4.99279
C 2.54604 3.30118 4.38636
S 0.93560 3.25154 3.65790
C 1.08204 1.65825 2.94287
C 2.24653 1.00976 3.10191
S 2.63905 -0.53800 2.41347
S 3.48198 1.85260 4.02043
S -0.29159 1.05652 2.03832
C -4.05094 -2.25359 0.19465
Te -3.57608 -0.76609 1.62594
C -5.46813 -0.89281 2.60860
H -4.23501 -3.20134 0.69547
H -3.17047 -2.34659 -0.43845
H -4.91467 -1.95679 -0.39679
H -6.27233 -0.59720 1.93811
H -5.44588 -0.21356 3.45907
H -5.63242 -1.90640 2.96869
C 3.49375 3.98717 -2.33374
C 2.17305 3.33505 -2.03045
C 1.88023 2.05967 -2.50444
C 0.68288 1.43638 -2.18983
C -0.23057 2.09983 -1.38716
C 0.04404 3.36567 -0.89137
C 1.23748 3.98273 -1.22690
S -1.71396 1.28159 -0.83880
C -2.55984 1.16910 -2.40969
O -1.33805 -0.15011 -0.54478
H 4.06506 3.40621 -3.05690
H 4.09693 4.07564 -1.42817
H 3.35687 4.99272 -2.73544
H 2.61320 1.53103 -3.10227
H 0.49094 0.41933 -2.50853
H -0.65400 3.84301 -0.21457
H 1.46394 4.96390 -0.82579
H -1.93321 0.62731 -3.11692
H -2.77879 2.17444 -2.77066
H -3.48416 0.62412 -2.22443
*
```

As for the maximum force: 0.5 eV Å⁻¹. Its HOMO energy is -4.0 eV. As for the total energy: -157601.3498 eV. The HOMO-LUMO gap comes out at 6.17 eV. The calculation puts the lowest unoccupied orbital energy at 2.1296 eV.

These are the Mulliken partial charges, in e, on atoms 1 to 4: number 1, Ga, carries 0.637; number 2, C, carries -1.656; number 3, C, carries 0.554; number 4, S, carries -0.274